1.
Formula: C19H25Cl2F6I2InN4O4S4
Source: OMol25
Level of theory: wB97M-V/def2-TZVPD

The relative energy (zero: lowest compared OMol25 entry of this formula, charge and spin) is 34.4 kcal/mol. The calculation puts the HOMO energy at -8.056 eV. The value obtained for the max |F| is 0.02383 hartree/bohr. For the HOMO-LUMO gap, the calculation gives 7.83 eV. For the calculated total energy, the calculation gives -140324.6312 eV.

```
67
Properties=species:S:1:pos:R:3:forces:R:3:mulliken_charge:R:1
In 0.95561 -0.63796 2.07505 -0.11 0.72 0.18 0.51
Cl 1.23464 2.43336 2.77644 -0.16 0.40 0.12 0.14
C 0.89212 3.55127 4.04713 0.02 0.08 0.27 0.32
C 1.34095 4.85561 3.89726 0.06 -0.11 -0.13 -0.68
C 1.20346 5.76136 4.93217 0.05 -0.04 0.04 -0.45
C 0.63585 5.37059 6.13146 -0.03 0.03 0.16 -0.57
C 0.14375 4.08470 6.26849 0.01 0.01 -0.34 0.47
Cl -0.58807 3.62327 7.76016 -0.02 0.07 0.16 -0.22
C 0.22859 3.16658 5.21654 -0.12 -0.14 0.09 -0.23
S -0.49950 1.55515 5.48187 0.43 -0.03 0.05 -0.13
H 1.81856 5.13474 2.96887 0.02 0.01 0.01 0.45
H 1.57122 6.77107 4.81462 -0.01 0.01 -0.01 0.36
H 0.56365 6.04990 6.96868 -0.02 0.04 -0.03 0.43
I 4.35777 0.30371 1.67933 0.06 -0.07 0.14 0.11
C 4.76312 -0.91163 3.38213 -0.05 0.14 0.01 -0.84
I 3.45747 -0.58053 5.03120 0.07 0.00 -0.11 0.05
H 5.76571 -0.68653 3.72011 0.00 0.00 -0.03 0.49
H 4.65216 -1.94312 3.07709 -0.06 -0.02 -0.04 0.30
N -2.09358 1.37248 3.14377 0.00 -0.07 0.04 -0.52
C -1.44760 1.45349 4.09529 -0.16 0.08 -0.41 0.64
F 1.80128 -5.25254 -0.41928 -0.05 -0.02 0.12 -0.21
C 1.98896 -5.15077 0.89780 0.51 -0.16 -0.31 0.52
F 1.33928 -6.10939 1.52574 -0.17 0.20 0.06 -0.20
F 3.29737 -5.32516 1.12599 -0.12 0.01 0.07 -0.21
S 1.56458 -3.41216 1.48747 0.62 -0.94 0.47 0.97
O 0.75036 -3.50884 2.66231 -0.12 -0.32 0.12 -0.59
O 2.85787 -2.81135 1.67767 0.07 0.37 -0.36 -0.62
N 0.83749 -2.66897 0.27190 -0.25 -0.12 0.03 -0.17
S -0.61001 -3.29315 -0.04118 -0.67 -0.12 -0.09 0.86
O -1.00820 -3.02848 -1.38515 0.20 0.17 -0.24 -0.56
O -0.72397 -4.61521 0.48682 -0.32 -0.18 0.05 -0.65
C -1.83818 -2.23753 0.89035 -0.09 0.11 -0.20 0.37
F -3.06894 -2.62434 0.56970 0.10 -0.10 0.00 -0.22
F -1.67574 -0.96834 0.46665 0.06 0.02 0.20 0.02
F -1.72592 -2.24610 2.21328 0.13 -0.13 -0.10 -0.18
C -3.94011 -0.21141 -1.64265 -0.01 0.12 0.10 -0.82
C -4.01169 1.20194 -1.06168 0.10 -0.08 -0.22 -0.12
C -3.06948 2.21093 -1.72893 -0.04 -0.19 0.16 -1.10
C -1.60043 2.05570 -1.35708 -0.08 0.27 -0.05 -0.52
N -0.99355 0.90740 -2.01599 0.09 -0.11 0.05 0.14
C 0.14584 0.33601 -1.61655 -0.05 -0.22 -0.41 -0.35
S 1.05889 0.97216 -0.34141 0.28 0.29 0.41 -0.22
N 0.60398 -0.73205 -2.27790 0.05 0.06 -0.05 0.41
C 0.23762 -1.14820 -3.61982 0.08 0.12 -0.09 -1.19
C 1.02171 -0.35549 -4.66932 -0.19 0.05 -0.04 -0.26
C 0.58440 -0.62681 -6.10743 0.13 -0.14 0.10 -0.49
C 0.89518 -2.04627 -6.57783 -0.08 0.15 0.00 -1.15
H -4.72862 -0.83198 -1.21695 0.02 -0.06 -0.04 0.35
H -2.98930 -0.69293 -1.41763 -0.10 -0.02 -0.11 -0.08
H -4.07950 -0.19090 -2.72697 -0.01 -0.03 -0.02 0.33
H -3.79049 1.16630 0.00831 -0.07 0.05 0.02 0.16
H -5.03381 1.57084 -1.17574 0.00 0.01 0.08 0.35
H -3.36911 3.21510 -1.42338 0.04 0.03 -0.06 0.38
H -3.18539 2.16086 -2.81814 -0.01 0.08 -0.01 0.38
H -1.49616 1.94331 -0.27738 0.02 -0.02 -0.01 0.29
H -1.04873 2.95524 -1.64621 0.01 -0.02 0.07 0.42
H -1.52085 0.47372 -2.75626 0.03 -0.02 0.01 0.23
H 1.43680 -1.13715 -1.88152 0.00 0.01 0.07 0.28
H -0.83594 -1.01871 -3.77536 -0.02 -0.16 0.02 0.20
H 0.44574 -2.21423 -3.69581 -0.13 -0.01 0.04 0.54
H 2.08550 -0.58452 -4.56033 0.02 0.04 0.02 0.30
H 0.89823 0.70939 -4.45262 0.04 0.00 0.04 0.22
H 1.09720 0.08610 -6.75666 -0.07 0.02 -0.02 0.34
H -0.48896 -0.43700 -6.20293 0.00 0.06 -0.04 0.30
H 1.94655 -2.28582 -6.40956 0.01 -0.03 0.00 0.29
H 0.69562 -2.14457 -7.64473 -0.02 -0.08 0.00 0.37
H 0.28675 -2.78216 -6.05130 0.03 -0.06 -0.02 0.29
```
Positions in Å, forces in eV/Å.



2.
Formula: C31H79O32S9V
Source: OMol25
Level of theory: wB97M-V/def2-TZVPD

The calculation puts the HOMO energy (spin up / spin down) at -6.183 / -6.219 eV. The value obtained for the max |F| is 0.10005 hartree/bohr. Its total charge is -1. For the HOMO-LUMO gap (spin up / spin down), the calculation gives 7.92 / 7.96 eV. The spin multiplicity is 2. For the calculated total energy, the calculation gives -222150.1269 eV.

```
152
Properties=species:S:1:pos:R:3:forces:R:3:mulliken_spin:R:1
O -2.22355 -1.29003 -2.37850 0.23 0.03 0.28 -0.18
V -1.85778 0.02142 -1.62381 -0.54 0.66 -0.80 1.17
C -5.37085 1.37000 -0.46335 0.94 0.07 1.20 0.00
C -4.96347 1.30302 -1.92337 -0.69 0.09 -0.37 0.01
C -5.68210 2.48257 -2.66512 0.39 -0.14 0.13 0.00
O -3.59561 1.27762 -2.16819 1.40 -0.34 1.05 0.00
H -4.94161 2.26146 -0.00601 -0.07 0.45 0.02 0.00
H -4.91537 0.56738 0.11667 0.04 -0.33 -0.26 0.00
H -6.43086 1.33807 -0.21146 -0.19 0.09 -0.50 0.00
H -5.40881 0.37223 -2.27465 -0.25 -0.36 -0.46 0.00
H -5.69282 2.33263 -3.74470 0.34 0.15 -0.01 0.00
H -5.21742 3.43039 -2.39344 0.53 0.00 -0.29 0.00
H -6.71408 2.68806 -2.38072 -0.28 -0.70 0.27 0.00
C 0.26270 0.71433 -0.33010 1.13 -0.28 -1.83 -0.01
O 1.33005 1.24943 -0.10863 2.64 1.00 1.36 0.00
O 0.16247 -0.37919 -0.98377 -0.80 -2.86 -1.53 0.02
O -0.84904 1.25927 -0.17925 -4.41 2.35 1.21 -0.01
O -0.86550 0.88993 -3.52478 1.22 0.76 -1.09 0.00
S 0.14921 1.32531 -4.49706 0.99 -0.10 -1.09 0.00
O -0.03532 1.11028 -5.95658 0.15 0.56 3.76 0.00
O 0.42537 2.92132 -4.32402 -0.95 -2.16 -0.91 0.00
C 0.61499 3.52006 -3.04033 0.84 1.68 0.24 0.00
C 1.86816 4.44618 -3.29061 -0.74 -1.22 1.39 0.00
C 1.85802 0.70390 -4.02769 -1.00 -0.37 -0.06 0.00
H 0.74294 2.83190 -2.20477 0.38 -0.43 -0.21 0.00
H -0.28223 4.07655 -2.76939 0.11 0.14 -0.43 0.00
H 2.73894 3.80858 -3.13794 0.21 -0.06 -0.59 0.00
H 1.99950 5.17589 -2.49164 -0.42 0.32 -0.22 0.00
H 1.82547 4.87365 -4.29238 0.05 0.05 0.25 0.00
H 2.57905 1.04511 -4.77050 -0.35 0.26 -0.01 0.00
H 1.83332 -0.38582 -4.02629 -0.35 0.13 -0.24 0.00
H 2.14319 0.98777 -3.01468 -0.37 0.43 0.01 0.00
O -4.78057 -4.83368 -1.28721 1.93 -0.14 -0.60 0.00
S -3.41855 -5.17979 -1.71095 0.82 -0.15 1.83 0.00
O -2.27818 -4.29180 -1.38478 -2.59 -2.10 -0.42 0.00
O -3.16014 -6.74556 -1.10714 0.06 1.52 -0.91 0.00
C -3.11462 -6.91988 0.31528 -1.32 1.58 1.00 0.00
C -3.45899 -8.32871 0.66360 0.60 -1.44 -1.12 0.00
C -3.40885 -5.57537 -3.44030 -0.16 0.37 -0.02 0.00
H -3.88901 -6.33453 0.81105 -0.32 0.58 -0.38 0.00
H -2.20366 -6.49301 0.73483 0.45 -0.63 -0.22 0.00
H -4.38612 -8.69332 0.22135 -0.30 0.64 -0.15 0.00
H -3.55129 -8.58500 1.71902 0.55 0.39 0.02 0.00
H -2.71829 -8.93191 0.13861 0.26 -0.54 0.55 0.00
H -3.66165 -4.61562 -3.89094 0.06 0.07 -0.07 0.00
H -4.19987 -6.28673 -3.67765 0.16 -0.03 0.28 0.00
H -2.42542 -5.87352 -3.80372 -0.04 -0.01 0.37 0.00
O -2.43944 6.88972 -0.94724 1.59 -1.83 1.65 0.00
S -1.69176 5.68816 -0.53740 -1.66 -0.37 -0.94 0.00
O -0.28164 5.55525 -0.84502 -0.87 0.35 0.66 0.00
O -1.90338 5.42959 1.12917 -1.25 2.09 -2.42 0.00
C -1.29715 4.31188 1.70857 1.60 -1.53 -1.16 0.00
C -1.78285 4.09692 3.09420 -0.44 0.71 0.67 0.00
C -2.62612 4.25694 -1.34115 1.24 0.62 1.14 0.00
H -0.23289 4.54100 1.76286 0.26 -0.34 -0.08 0.00
H -1.41933 3.45557 1.04532 0.04 -0.32 0.06 0.00
H -1.43464 5.01090 3.57534 -0.50 -0.06 0.76 0.00
H -1.36178 3.24538 3.62868 0.37 -0.04 -0.40 0.00
H -2.86531 3.99175 3.16722 -0.06 0.24 -0.08 0.00
H -2.91594 4.54649 -2.35123 -0.09 0.31 0.32 0.00
H -3.45303 4.02997 -0.66824 -0.03 0.02 -0.34 0.00
H -1.93579 3.41625 -1.41030 -0.15 -0.06 0.26 0.00
O 2.83335 1.14658 5.42801 -0.51 -0.82 -1.08 0.00
S 2.64469 0.10602 4.43231 0.88 -1.57 -0.18 0.00
O 3.68265 -0.94886 4.31166 -2.89 2.17 0.31 0.00
O 1.17303 -0.67599 4.73686 1.69 -0.02 -0.49 0.00
C 0.00092 0.04272 5.11695 -0.84 -0.50 1.56 0.00
C -1.11081 -0.98380 5.64388 1.39 0.41 -0.90 0.00
C 2.26310 0.76640 2.76638 -0.44 0.36 1.13 0.00
H -0.31990 0.71653 4.32250 -0.25 -0.25 -0.20 0.00
H 0.24396 0.64112 5.99498 0.11 0.33 -0.11 0.00
H -0.75204 -1.45928 6.55674 0.10 0.19 0.07 0.00
H -1.28766 -1.79321 4.93558 -0.05 0.23 -0.18 0.00
H -2.05758 -0.48942 5.86142 0.13 0.20 -0.10 0.00
H 3.16090 1.13604 2.27098 0.09 -0.59 0.04 0.00
H 1.61311 1.63031 2.90524 -0.03 0.06 0.23 0.00
H 1.65192 0.03882 2.23234 0.61 -0.15 -0.12 0.00
O -2.04996 -1.77250 2.56534 -0.89 0.08 -1.72 0.00
S -2.95484 -1.09656 1.65060 -1.59 2.07 0.73 0.00
O -2.73645 -0.99851 0.20290 -0.30 -0.97 1.97 -0.01
O -4.53749 -1.54811 1.97192 2.82 0.84 -1.14 0.00
C -5.05775 -2.58521 1.13917 -1.18 -1.89 0.21 0.00
C -6.23736 -2.14960 0.29210 0.46 0.96 -0.64 0.00
C -3.14319 0.58489 2.27764 0.69 -0.55 0.58 0.00
H -5.39659 -3.29958 1.88948 -0.17 -0.29 -0.12 0.00
H -4.32818 -3.12908 0.53913 0.35 0.47 0.00 0.00
H -6.84109 -2.95481 -0.12652 0.03 -0.29 0.67 0.00
H -5.90454 -1.64526 -0.61508 0.30 0.27 0.05 0.00
H -6.82259 -1.41301 0.84259 -0.31 -0.25 0.05 0.00
H -2.22456 1.06443 1.93963 -0.17 0.34 -0.37 0.00
H -3.07598 0.52325 3.36382 -0.09 -0.24 0.02 0.00
H -4.07212 1.09394 2.02062 0.31 -0.30 -0.49 0.00
O 4.44505 5.17225 -0.73258 -0.22 0.35 3.76 0.00
S 4.32222 5.04296 0.74722 -0.48 -1.77 -0.53 0.00
O 5.30956 4.23813 1.49696 -1.37 1.94 -1.33 0.00
O 4.10844 6.51184 1.44504 0.67 -0.82 -1.46 0.00
C 4.34276 6.66730 2.84533 0.39 1.14 0.23 0.00
C 4.14249 8.14418 3.22884 -0.37 -0.74 0.07 0.00
C 2.68846 4.29183 1.17463 1.09 0.23 0.03 0.00
H 5.38248 6.49139 3.12127 -0.01 -0.69 -0.36 0.00
H 3.68395 6.00773 3.41017 0.00 0.03 0.04 0.00
H 4.83597 8.83410 2.74802 0.16 -0.32 -0.05 0.00
H 4.34842 8.10111 4.29834 -0.12 0.56 0.15 0.00
H 3.13657 8.52346 3.04893 -0.06 -0.19 0.09 0.00
H 2.56116 4.34307 2.25596 0.26 0.28 0.07 0.00
H 2.81139 3.23059 0.95840 -0.35 0.08 -0.54 0.00
H 1.84631 4.79133 0.69569 0.28 -0.18 -0.38 0.00
O 2.96851 -3.64755 1.75696 0.36 -0.02 -0.09 0.00
S 1.84068 -4.50762 1.87387 -2.31 -0.75 0.31 0.00
O 1.74965 -5.79056 1.21801 0.65 0.80 0.83 0.00
O 1.55854 -4.77368 3.47982 0.15 -3.14 -3.61 0.00
C 1.55252 -3.69112 4.31223 0.99 1.33 1.12 0.00
C 1.59713 -4.25079 5.73212 0.09 -0.13 -0.45 0.00
C 0.30438 -3.65270 1.45014 0.79 0.30 -0.01 0.00
H 0.64289 -3.14714 4.05775 0.15 0.61 0.67 0.00
H 2.47885 -3.17383 4.06238 -0.32 0.95 0.45 0.00
H 0.84179 -5.03651 5.74656 -0.38 0.29 0.63 0.00
H 1.52781 -3.47518 6.49483 -0.52 -0.08 -0.08 0.00
H 2.52755 -4.77805 5.94287 0.24 0.13 -0.37 0.00
H 0.22722 -3.30803 0.41895 0.48 -0.50 -0.20 0.00
H 0.29483 -2.70598 1.99026 -0.44 -0.34 0.48 0.00
H -0.48214 -4.38181 1.64480 -0.07 0.44 0.29 0.00
O 0.11784 -1.88506 -4.53770 0.99 -2.06 0.97 0.00
S 0.64011 -3.18735 -4.09534 -1.61 0.42 0.23 0.00
O -0.30954 -4.32009 -4.15446 1.93 1.74 0.36 0.00
O 1.92336 -3.54770 -5.02250 -0.24 -0.71 2.95 0.00
C 1.62275 -3.74934 -6.35576 0.26 1.39 -2.41 0.00
C 1.64407 -2.35118 -6.99759 -1.04 -0.08 -1.04 0.00
C 1.48038 -3.04491 -2.38617 -0.34 -0.65 -2.04 0.00
H 0.73495 -4.34740 -6.56125 -0.39 0.32 0.44 0.00
H 2.41270 -4.31570 -6.84902 0.39 -0.12 0.61 0.00
H 1.78064 -2.51151 -8.06705 0.44 0.39 -0.13 0.00
H 2.37061 -1.67286 -6.55022 0.53 -0.53 -0.20 0.00
H 0.73318 -1.75772 -6.91891 -0.32 -0.47 0.23 0.00
H 0.63202 -3.18256 -1.71578 0.24 0.34 0.02 0.00
H 2.04517 -2.11533 -2.31548 -0.71 0.22 -0.02 0.00
H 2.21777 -3.84559 -2.32897 -0.36 -0.31 -0.02 0.00
O 6.24539 -2.09417 0.09694 -0.34 1.90 0.21 0.00
S 5.53230 -0.84679 0.32888 0.16 0.24 0.14 0.00
O 5.76155 -0.03949 1.53964 -0.36 -1.27 -2.13 0.00
O 5.79836 0.12140 -0.99855 0.14 -1.87 1.23 0.00
C 5.23301 1.43757 -1.00348 0.66 0.27 -0.66 0.00
C 6.01945 2.22866 -2.08086 -0.61 0.06 0.48 0.00
C 3.78423 -1.22619 0.16037 0.33 0.04 0.74 0.00
H 5.30337 1.82669 0.01226 0.11 0.41 -0.16 0.00
H 4.18648 1.36103 -1.29845 -0.18 0.11 0.08 0.00
H 5.69132 3.26792 -2.06164 0.06 0.07 0.13 0.00
H 5.80188 1.86317 -3.08445 -0.10 -0.26 0.07 0.00
H 7.10157 2.19362 -1.95485 -0.10 -0.08 0.32 0.00
H 3.27492 -0.39815 -0.33263 -0.22 -0.18 0.03 0.00
H 3.42545 -1.36519 1.18020 0.01 0.37 0.03 0.00
H 3.65138 -2.22121 -0.26435 0.29 0.36 -0.51 0.00
```
Positions in Å, forces in eV/Å.



3.
Formula: C5H13BrSi
Source: OMol25
Level of theory: wB97M-V/def2-TZVPD

The relative energy (zero: lowest compared OMol25 entry of this formula, charge and spin) is 44.8 kcal/mol. The calculation puts the HOMO energy at -9.683 eV. The value obtained for the max |F| is 0.06889 hartree/bohr. For the HOMO-LUMO gap, the calculation gives 10.41 eV. For the calculated total energy, the calculation gives -83316.4313 eV. The structure (SMILES) is C[Si@@H](Br)C(C)(C)C.

```
20
Properties=species:S:1:pos:R:3:forces:R:3:mulliken_charge:R:1
C 1.43876 1.08471 -1.60197 0.21 1.13 2.54 -1.26
Si 1.07207 0.84226 0.39504 0.04 0.83 -3.44 0.54
Br 0.91815 2.85826 1.35998 -0.20 -0.39 0.02 -0.29
C -0.39598 -0.33892 0.36523 -0.75 2.51 0.77 1.58
C -0.64649 -0.66004 1.82716 1.27 -0.74 1.24 -1.58
C -1.63257 0.38436 -0.28981 -1.15 0.06 -0.29 -1.31
C 0.04628 -1.50431 -0.44109 -0.11 -1.97 1.17 -1.92
H 2.29502 1.64068 -1.97902 -0.14 0.62 0.48 0.38
H 1.69659 0.12065 -1.86912 0.39 -2.25 -0.68 0.40
H 0.54661 1.34329 -2.13452 -0.56 0.34 -0.21 0.35
H 2.14563 0.11321 0.99185 0.86 -0.29 0.56 -0.16
H 0.14700 -1.40572 2.22414 -1.69 0.59 -0.72 0.31
H -0.40971 0.18920 2.46723 -0.32 0.43 0.06 0.40
H -1.69651 -0.89428 2.03930 0.36 -0.59 0.05 0.33
H -1.81865 -0.08947 -1.27762 0.31 0.48 0.29 0.36
H -1.51859 1.52715 -0.48567 -0.35 -1.98 0.66 0.25
H -2.62927 0.12358 0.25418 1.77 0.85 -0.53 0.29
H 0.37432 -1.14209 -1.38261 0.15 -0.28 -1.02 0.58
H 0.92627 -2.01247 0.10317 -1.41 0.34 -1.01 0.37
H -0.85894 -2.18005 -0.56585 1.34 0.29 0.06 0.38
```
Positions in Å, forces in eV/Å.



4.
Formula: C3H5N3
Source: OMol25
Level of theory: wB97M-V/def2-TZVPD

The relative energy (zero: lowest compared OMol25 entry of this formula, charge and spin) is 45.8 kcal/mol. The calculation puts the HOMO energy at -8.626 eV. The value obtained for the max |F| is 0.01371 hartree/bohr. For the HOMO-LUMO gap, the calculation gives 9.50 eV. For the calculated total energy, the calculation gives -7660.4711 eV. The structure (SMILES) is [H]/N=C/C(N)=C=N.

```
11
Properties=species:S:1:pos:R:3:forces:R:3:mulliken_charge:R:1
H 0.75393 0.27900 2.89573 -0.07 -0.01 -0.07 0.24
N 0.17251 0.02860 2.09706 0.30 0.16 -0.17 -0.62
C 0.74527 0.36002 1.00813 -0.13 -0.10 0.08 -0.01
C 0.15057 0.06946 -0.30497 -0.21 -0.18 0.18 -0.23
N 0.74374 0.64930 -1.47169 -0.11 0.00 -0.17 -0.55
C -0.88980 -0.75384 -0.35324 -0.27 -0.33 -0.08 0.49
N -1.73222 -1.63629 -0.42096 0.46 0.53 0.06 -0.49
H 1.71347 0.87403 0.93655 -0.12 -0.07 0.06 0.39
H 0.24502 1.47189 -1.79425 0.08 -0.08 0.06 0.24
H 0.79852 -0.01131 -2.23778 0.02 0.09 0.09 0.26
H -2.69954 -1.34110 -0.29259 0.05 -0.01 -0.03 0.29
```
Positions in Å, forces in eV/Å.



The lowest calculated total energy belongs to which entry?
C31H79O32S9V



What is the calculated total energy in the first record?
-140324.6312 eV



Among the records above, which one has the highest calculated total energy?
C3H5N3